{
  "formula": "C4H7PS",
  "method": "wB97M-V/def2-TZVPD",
  "homo_lumo_gap_ev": [7.6, 7.8],
  "homo_energy_ev": [-8.37, -8.19],
  "total_energy_ha": -895.9905,
  "multiplicity": 1,
  "elements": ["C", "C", "C", "C", "P", "S", "H", "H", "H", "H", "H", "H", "H"],
  "coordinates": [[-0.636491, -0.877717, -0.515435], [-1.304554, 0.531875, 0.045214], [0.413866, -1.341743, 0.311613], [1.610327, 0.772588, 0.525348], [0.243669, 1.706937, 0.008922], [2.086540, -0.689139, -0.253355], [-1.387391, -1.735061, -0.587022], [-0.323104, -0.629129, -1.463772], [-2.132062, 0.765399, -0.654725], [-1.720316, 0.293707, 1.081599], [0.445991, -1.434011, 1.415772], [2.245690, 1.139141, 1.369807], [0.457836, 1.497159, -1.283962]],
  "forces_ev_per_a": [[-3.78, -0.06, 1.94], [0.93, -2.36, 0.34], [4.10, 1.28, 0.88], [1.18, -1.13, 1.59], [-2.40, 1.34, 1.57], [-0.85, -0.76, 0.26], [0.27, 1.21, 0.17], [0.84, 0.11, -2.19], [0.50, 0.43, 0.50], [0.62, 0.77, -1.28], [-0.65, -0.12, -0.82], [-0.80, -0.48, -0.61], [0.03, -0.24, -2.34]]
}

{
  "formula": "C5H7N",
  "method": "wB97M-V/def2-TZVPD",
  "homo_lumo_gap_ev": [8.6, 8.1],
  "homo_energy_ev": [-7.95, -7.47],
  "total_energy_ha": -249.2462,
  "multiplicity": 1,
  "elements": ["C", "C", "C", "C", "C", "N", "H", "H", "H", "H", "H", "H", "H"],
  "coordinates": [[-1.246932, 0.149141, 0.103065], [-0.455647, -0.993267, 0.725734], [0.645430, -0.520815, -1.030214], [-0.024801, 0.750322, -0.586148], [1.071829, 0.519031, 0.523290], [0.991008, -0.911571, 0.278201], [-1.773882, 0.808095, 0.808576], [-1.971099, -0.193299, -0.642611], [-0.895128, -1.920758, 1.075579], [1.207413, -0.763169, -1.936920], [-0.124746, 1.655097, -1.188407], [0.503766, 0.476035, 1.524506], [2.072790, 0.945158, 0.345349]],
  "forces_ev_per_a": [[0.11, 0.07, -0.08], [-0.27, -1.14, -0.58], [-0.17, -0.57, -2.19], [0.41, 0.14, 0.04], [-0.63, 0.97, 1.71], [-0.78, -0.59, 0.39], [0.23, -0.17, 0.03], [0.07, 0.06, 0.13], [0.28, -0.05, -0.18], [-0.31, -0.15, 0.34], [0.11, -0.21, 0.14], [1.45, 1.68, -0.15], [-0.49, -0.04, 0.40]]
}

{
  "formula": "C2H3BeF6N3O14S6",
  "method": "wB97M-V/def2-TZVPD",
  "total_charge": -2,
  "homo_lumo_gap_ev": 7.0,
  "homo_energy_ev": -4.53,
  "total_energy_ha": -4298.5721,
  "multiplicity": 1,
  "elements": ["Be", "N", "S", "O", "O", "F", "S", "O", "O", "F", "N", "S", "O", "O", "F", "S", "O", "O", "F", "N", "S", "O", "O", "F", "S", "O", "O", "F", "C", "C", "O", "O", "H", "H", "H"],
  "coordinates": [[0.231822, 0.154385, -0.125557], [-0.443548, -0.910130, -2.136612], [-0.719385, -2.368104, -2.555429], [-0.221032, -2.864714, -3.850526], [-1.824544, -3.068345, -1.909071], [0.452580, -2.810575, -1.545870], [-1.889556, -0.464304, -2.899763], [-3.166717, -0.586999, -2.137401], [-1.898504, -0.557199, -4.383496], [-1.638284, 1.167130, -2.834529], [-0.264477, -1.720059, 1.187805], [-1.654493, -2.096926, 2.093884], [-1.439683, -1.696896, 3.480244], [-2.307165, -3.443803, 2.001241], [-2.624644, -1.025575, 1.381423], [0.416610, -3.088930, 1.483279], [0.053822, -4.197780, 0.631475], [0.839350, -3.263162, 2.891588], [1.807593, -2.754537, 0.755089], [-0.567393, 2.139437, 1.040927], [-2.208858, 2.318195, 0.885693], [-2.757591, 3.335677, 0.060702], [-3.047121, 1.859818, 1.982973], [-2.245925, 1.092658, -0.149916], [-0.521051, 3.308984, 1.933174], [-0.856090, 3.233581, 3.364409], [-0.654826, 4.636689, 1.330733], [1.098972, 3.281833, 1.996868], [4.584678, 1.742965, -0.624441], [3.246788, 1.155577, -0.428231], [3.092961, 0.269547, 0.374843], [2.275837, 1.481056, -1.178592], [5.223923, 1.026599, -1.140457], [5.147123, 2.068812, 0.250530], [4.478829, 2.645095, -1.226990]],
  "forces_ev_per_a": [[1.09, -0.43, -0.23], [-3.15, 3.75, -0.95], [4.33, -9.65, 1.59], [-1.46, 1.73, 2.18], [0.50, 1.63, -1.80], [0.47, -0.49, -0.73], [-4.48, 6.86, -1.78], [3.84, -0.31, -1.98], [0.15, -1.21, 3.49], [0.23, -1.31, 0.65], [-3.15, 1.11, 0.16], [-3.19, 0.03, 2.98], [-0.59, 0.22, -2.44], [1.97, 3.82, -0.98], [0.92, -1.20, 0.65], [6.94, -4.19, -0.49], [-0.80, 0.72, 1.89], [-1.64, 0.09, -2.88], [-0.07, 0.75, 0.57], [-3.22, -3.87, -2.94], [-5.61, -4.40, -2.36], [0.88, 0.72, 0.30], [2.03, 0.80, -1.05], [0.33, -0.66, 0.00], [7.80, 9.30, 7.57], [-0.33, -0.62, -2.82], [-1.17, -1.95, 0.40], [0.02, -0.28, 0.38], [1.19, 1.48, -0.85], [-2.01, -0.30, -0.94], [-0.13, -2.40, 2.99], [-1.24, 0.84, -0.59], [-0.11, -0.03, -0.13], [-0.50, -0.42, 0.43], [0.14, -0.12, -0.30]]
}